[1]
ORCA calculation (the ωB97M-V functional and the def2-TZVPD basis) on a single C5H11N2 molecule.

As for the expectation value of S²: 0.763. As for the spin multiplicity: 2. The value obtained for the frontier orbital gap (alpha / beta) is 4.38 / 6.80 eV.

Bonds (Å) are listed after each position.
Atoms and positions in Å:
1 C 0.317 -0.521 1.793  C2 1.759, N7 1.499, H8 1.036, H9 1.119
2 C 1.442 -0.384 0.447  C1 1.759, C3 1.506, H10 1.076, H11 1.126
3 C 1.044 -1.016 -0.861  C2 1.506, C4 1.365, H12 1.088
4 C -0.031 -0.693 -1.637  C3 1.365, N5 1.500, H13 1.089
5 N -0.788 0.515 -1.173  C4 1.500, C6 1.251
6 C -1.530 0.913 -2.099  N5 1.251, H14 1.064, H15 1.151
7 N -0.502 0.734 1.734  C1 1.499, H16 1.014, H17 1.106, H18 1.003
8 H 0.879 -0.501 2.663  C1 1.036
9 H -0.171 -1.484 1.499  C1 1.119
10 H 2.171 -1.044 0.882  C2 1.076
11 H 1.578 0.734 0.425  C2 1.126
12 H 1.677 -1.831 -1.207  C3 1.088
13 H -0.372 -1.203 -2.536  C4 1.089
14 H -1.065 1.233 -3.001  C6 1.064
15 H -2.591 1.315 -1.908  C6 1.151
16 H -0.022 1.626 1.702  N7 1.014
17 H -0.959 0.781 0.728  N7 1.106
18 H -1.078 0.826 2.549  N7 1.003

***

[2]
ORCA calculation (the ωB97M-V functional and the def2-TZVPD basis) on a gas-phase ion, C5H11N2 (charge +1).

As for the spin multiplicity: 1. The net charge is +1. The SMILES is CC1(/[NH+]=C/N)CC1. The value obtained for the frontier orbital gap is 10.90 eV.

Bonds (Å) are listed after each position.
Atoms and positions in Å:
1 C -0.219 -1.594 -0.904  N6 1.332, N7 1.325, H8 1.012
2 C 1.467 1.018 0.605  C3 1.518, C4 1.525, H9 1.082, H10 1.094
3 C 0.894 1.166 -0.793  C2 1.518, C4 1.509, H11 1.080, H12 1.086
4 C 0.030 0.603 0.309  C2 1.525, C3 1.509, C5 1.577, N7 1.463
5 C -1.262 1.200 0.987  C4 1.577, H13 1.087, H14 1.016, H15 1.010
6 N -0.406 -2.911 -0.837  C1 1.332, H16 0.978, H17 1.016
7 N -0.018 -0.853 0.175  C1 1.325, C4 1.463, H18 1.015
8 H -0.206 -0.998 -1.722  C1 1.012
9 H 2.217 0.239 0.581  C2 1.082
10 H 1.751 2.028 0.915  C2 1.094
11 H 0.575 2.091 -1.250  C3 1.080
12 H 1.192 0.604 -1.673  C3 1.086
13 H -2.032 0.449 0.825  C5 1.087
14 H -1.472 1.998 0.395  C5 1.016
15 H -1.061 1.387 1.958  C5 1.010
16 H -0.587 -3.357 -1.688  N6 0.978
17 H -0.586 -3.357 0.058  N6 1.016
18 H -0.012 -1.183 1.135  N7 1.015

***

[3]
ORCA calculation (the ωB97M-V functional and the def2-TZVPD basis) on a gas-phase ion, C5H11N2 (charge +1).

As for the spin multiplicity: 1. The net charge is +1. The SMILES is [NH2+]=C1CCNCC1. The value obtained for the frontier orbital gap is 8.14 eV.

Bonds (Å) are listed after each position.
Atoms and positions in Å:
1 C -0.945 -0.883 -0.331  C3 1.508, C5 1.460, H8 1.157, H9 1.144
2 C 0.926 0.497 0.826  C4 1.509, C5 1.512, H10 1.044, H11 1.180
3 C -0.820 0.157 -1.415  C1 1.508, N7 1.409, H12 1.194, H13 1.128
4 C 1.039 1.300 -0.446  C2 1.509, N7 1.436, H14 1.122, H15 1.113
5 C 0.038 -0.724 0.736  C1 1.460, C2 1.512, N6 1.343
6 N 0.046 -1.726 1.632  C5 1.343, H16 0.959, H17 1.056
7 N -0.298 1.385 -0.963  C3 1.409, C4 1.436, H18 0.983
8 H -2.016 -0.878 0.105  C1 1.157
9 H -0.709 -1.897 -0.805  C1 1.144
10 H 1.878 0.144 1.071  C2 1.044
11 H 0.552 1.136 1.745  C2 1.180
12 H -0.108 -0.248 -2.283  C3 1.194
13 H -1.866 0.250 -1.826  C3 1.128
14 H 1.353 2.350 -0.204  C4 1.122
15 H 1.852 1.163 -1.194  C4 1.113
16 H -0.571 -2.457 1.580  N6 0.959
17 H 0.769 -1.798 2.398  N6 1.056
18 H -0.366 2.052 -1.682  N7 0.983

***

[4]
ORCA calculation (the ωB97M-V functional and the def2-TZVPD basis) on a gas-phase ion, C5H11N2 (charge +1).

As for the spin multiplicity: 1. The net charge is +1. The SMILES is C/C=C/[NH+]=N/CC. The value obtained for the frontier orbital gap (alpha / beta) is 8.43 / 8.43 eV.

Bonds (Å) are listed after each position.
Atoms and positions in Å:
1 C -1.121 -0.718 0.239  C4 1.343, N7 1.371, H14 1.130
2 C -3.515 -0.326 -0.254  C4 1.511, H8 1.088, H9 1.058, H10 1.003
3 C 2.812 0.646 -0.267  C5 1.478, H11 1.037, H12 1.136, H13 1.034
4 C -2.096 0.156 -0.059  C1 1.343, C2 1.511, H15 1.062
5 C 2.469 -0.774 -0.039  C3 1.478, N6 1.343, H16 1.023, H17 1.145
6 N 1.201 -1.172 0.156  C5 1.343, N7 1.292
7 N 0.201 -0.377 0.349  C1 1.371, N6 1.292, H18 1.104
8 H -3.706 -0.554 -1.300  C2 1.088
9 H -4.261 0.364 0.042  C2 1.058
10 H -3.509 -1.197 0.244  C2 1.003
11 H 2.266 1.042 -1.055  C3 1.037
12 H 2.755 1.422 0.561  C3 1.136
13 H 3.832 0.582 -0.422  C3 1.034
14 H -1.099 -1.847 0.270  C1 1.130
15 H -1.789 1.132 -0.343  C4 1.062
16 H 2.680 -1.344 -0.862  C5 1.023
17 H 3.238 -1.257 0.657  C5 1.145
18 H 0.476 0.677 0.169  N7 1.104

***

[5]
ORCA calculation (the ωB97M-V functional and the def2-TZVPD basis) on a gas-phase ion, C5H11N2 (charge +1).

As for the spin multiplicity: 1. The net charge is +1. The SMILES is C=CN(C)C(C)=[NH2+]. The value obtained for the frontier orbital gap is 8.85 eV.

Bonds (Å) are listed after each position.
Atoms and positions in Å:
1 C -2.103 -1.176 1.056  C2 1.312, H8 1.105, H9 1.056
2 C -0.992 -1.069 0.368  C1 1.312, N6 1.385, H10 1.081
3 C 0.783 0.220 -0.743  C4 1.545, N6 1.501, N7 1.399
4 C 1.032 -0.751 -1.919  C3 1.545, H11 1.069, H12 1.140, H13 1.104
5 C -0.276 1.005 1.489  N6 1.454, H14 1.109, H15 1.188, H16 1.206
6 N -0.155 0.034 0.413  C2 1.385, C3 1.501, C5 1.454
7 N 1.522 1.406 -0.675  C3 1.399, H17 0.991, H18 0.988
8 H -2.663 -2.124 0.966  C1 1.105
9 H -2.501 -0.563 1.818  C1 1.056
10 H -0.756 -2.018 -0.094  C2 1.081
11 H 1.868 -1.374 -1.682  C4 1.069
12 H 1.452 -0.009 -2.675  C4 1.140
13 H 0.241 -1.284 -2.474  C4 1.104
14 H -0.780 0.600 2.390  C5 1.109
15 H 0.808 1.236 1.919  C5 1.188
16 H -0.877 1.975 1.097  C5 1.206
17 H 2.075 1.890 -1.340  N7 0.991
18 H 1.321 2.003 0.086  N7 0.988

***

[6]
ORCA calculation (the ωB97M-V functional and the def2-TZVPD basis) on a gas-phase ion, C5H11N2 (charge +1).

As for the spin multiplicity: 1. The net charge is +1. The value obtained for the frontier orbital gap is 9.34 eV.

Bonds (Å) are listed after each position.
Atoms and positions in Å:
1 C -2.448 -0.081 0.479  N6 1.482, N7 1.272
2 C 1.579 -0.317 0.617  C3 1.602, C4 1.517, H8 1.078, H9 1.144
3 C 0.275 0.565 0.320  C2 1.602, C5 1.489, N6 1.351
4 C 1.231 -1.640 -0.039  C2 1.517, H10 1.152, H11 1.103, H12 1.135
5 C 0.782 1.892 -0.127  C3 1.489, H13 1.030, H14 1.082, H15 1.191
6 N -1.071 0.441 0.311  C1 1.482, C3 1.351, H16 1.012
7 N -2.857 -0.890 -0.414  C1 1.272, H17 1.081, H18 1.084
8 H 1.705 -0.351 1.687  C2 1.078
9 H 2.536 0.232 0.314  C2 1.144
10 H 0.175 -1.768 0.405  C4 1.152
11 H 1.901 -2.436 0.327  C4 1.103
12 H 1.119 -1.564 -1.166  C4 1.135
13 H 1.196 1.836 -1.070  C5 1.030
14 H 1.577 2.257 0.509  C5 1.082
15 H 0.016 2.789 -0.291  C5 1.191
16 H -1.435 1.230 -0.207  N6 1.012
17 H -3.890 -1.175 -0.269  N7 1.081
18 H -2.393 -1.020 -1.385  N7 1.084

***

Q: Which relative energy (zero: lowest compared OMol25 entry of this formula, charge and spin) values were calculated for the entries above? A: 305.2 152.0 109.5 367.2 190.9 432.8, in kJ/mol.
Q: Which maximum force values were calculated for the entries above? A: 7.83 5.20 5.57 7.00 6.17 4.12, in eV/Å.